Molecular formula: C32H41CeCl2N2OP3
Method: DFT, ωB97M-V/def2-TZVPD

Values from the calculation:
**Highest occupied orbital energy**: -13.284 eV
**Charge**: +2
**Energy**: -104702.8148 eV
**Kohn-Sham gap**: 8.00 eV
**Multiplicity**: 1

Geometry (Å):
P -0.4162 -0.3800 -2.1127
C -0.8958 0.5682 -3.5444
C 0.0007 0.7380 -4.6060
H 1.0182 0.3595 -4.5309
C -0.4042 1.3983 -5.7642
H 0.3017 1.5257 -6.5819
C -1.7025 1.8926 -5.8723
H -2.0146 2.4101 -6.7758
C -2.6008 1.7199 -4.8197
H -3.6166 2.1017 -4.8986
C -2.2052 1.0587 -3.6582
H -2.9246 0.9268 -2.8512
C 1.3761 -0.5351 -2.1501
C 2.1515 0.6245 -1.9790
H 1.6555 1.5885 -1.8655
C 3.5405 0.5422 -1.9596
H 4.1263 1.4502 -1.8302
C 4.1707 -0.6893 -2.1223
H 5.2566 -0.7473 -2.1181
C 3.4123 -1.8426 -2.3024
H 3.9000 -2.8051 -2.4401
C 2.0216 -1.7750 -2.3112
H 1.4278 -2.6830 -2.4322
C -1.1571 -1.9982 -2.3402
C -1.2445 -2.5596 -3.6271
H -0.8178 -2.0328 -4.4789
C -1.8885 -3.7792 -3.8143
H -1.9497 -4.2042 -4.8129
C -2.4606 -4.4456 -2.7310
H -2.9676 -5.3948 -2.8841
C -2.3960 -3.8895 -1.4546
H -2.8554 -4.3941 -0.6086
C -1.7534 -2.6703 -1.2580
H -1.7122 -2.2178 -0.2690
Ce -1.4344 1.6114 2.1716
C 0.2171 0.5088 3.1555
C 0.8921 -0.3385 2.4048
H 0.2811 0.7282 4.2062
C 0.6370 -0.3933 0.9050
O 0.5006 -1.7442 0.4888
H 0.3013 -1.6773 -0.4959
C -0.5000 0.4289 0.4898
H 1.5253 0.0115 0.3831
C -1.0198 0.5070 -0.7010
Cl -1.7225 2.8261 4.3224
Cl -2.9256 2.8032 0.6039
P 0.3101 3.5217 1.6329
C -0.3131 5.0342 2.3674
H -0.1532 5.0146 3.4531
H -1.3930 5.1493 2.1853
H 0.2346 5.8624 1.9127
C 1.9157 3.2225 2.3326
H 2.3767 2.3352 1.8726
H 1.8354 3.0442 3.4156
H 2.5411 4.1014 2.1474
C 0.5020 3.8182 -0.1009
H -0.4529 3.6999 -0.6353
H 1.2206 3.1041 -0.5201
H 0.8722 4.8399 -0.2321
P 2.2138 -1.3126 3.1229
C 2.5984 -0.6853 4.7423
C 3.6544 -1.2092 2.0702
H 1.7375 -0.7759 5.4220
H 2.9057 0.3712 4.7047
H 3.4304 -1.2795 5.1576
H 3.4487 -1.6635 1.0887
H 4.4904 -1.7543 2.5429
H 3.9580 -0.1620 1.9165
C 1.7829 -3.0363 3.2694
H 0.8348 -3.1546 3.8138
H 2.5764 -3.5706 3.8198
H 1.6748 -3.4795 2.2693
H -1.7954 1.2146 -0.9350
N -4.2293 0.3996 3.0508
C -4.9576 -0.6929 3.2865
C -4.1638 -1.8029 3.0630
C -2.9146 -1.3304 2.6780
N -2.9250 0.0460 2.6627
H -4.4910 1.3808 3.1150
H -5.9864 -0.6545 3.5971
H -4.4464 -2.8378 3.1633
H -2.0213 -1.8907 2.4186

Force components x, y, z for each atom (eV/Å):
-0.3 0.0 -1.9
0.0 0.4 -0.6
0.0 0.1 -0.1
-0.2 0.1 -0.1
0.0 0.0 0.1
-0.2 0.0 0.2
0.1 -0.1 0.2
0.1 -0.1 0.2
0.0 -0.1 0.2
0.2 -0.1 0.0
0.0 0.1 -0.1
0.1 0.0 -0.2
0.7 -0.1 0.2
0.0 -0.2 0.0
0.1 -0.2 -0.1
-0.2 0.2 0.0
-0.1 -0.2 0.0
-0.1 -0.1 0.0
-0.2 0.0 0.0
0.0 0.0 0.0
-0.1 0.2 0.0
-0.3 0.3 0.0
0.2 0.2 0.0
-0.6 -0.7 0.3
0.1 0.0 0.1
-0.1 -0.1 0.1
0.1 0.2 0.1
0.0 0.1 0.2
0.1 0.1 0.1
0.1 0.2 0.0
0.1 0.1 -0.1
0.1 0.1 -0.2
0.0 0.1 -0.2
-0.1 -0.2 -0.2
-3.3 2.0 0.9
1.3 -0.6 0.8
0.3 -0.5 -0.1
0.7 -0.5 0.5
1.2 -0.7 -0.3
-0.2 -0.3 -1.3
0.7 -0.9 2.1
1.4 0.1 0.5
0.1 0.2 0.3
-0.1 -0.5 -1.3
-0.1 0.6 1.2
-1.2 1.1 -1.1
0.1 0.4 0.3
0.0 0.7 0.1
0.0 0.0 -0.3
0.4 -0.1 0.0
-0.1 0.2 0.2
1.1 0.2 0.2
-0.1 0.3 0.1
0.0 0.2 -0.3
0.3 -0.2 0.2
0.4 0.5 -1.1
0.3 0.1 0.3
-0.1 0.2 0.1
0.1 -0.1 -0.3
0.0 -0.2 -0.4
0.3 0.2 0.6
0.7 0.0 -0.2
0.2 0.0 -0.3
-0.1 -0.4 -0.1
-0.3 0.2 -0.2
0.0 0.1 0.3
-0.3 0.2 -0.2
-0.1 -0.3 0.1
-0.1 -0.7 0.1
0.3 0.1 -0.1
-0.3 0.2 -0.2
0.0 0.2 0.3
-0.3 0.1 -0.2
1.6 -0.9 -0.5
0.2 0.1 -0.1
0.3 -0.4 -0.1
-0.7 1.7 0.2
-3.6 -3.1 1.1
0.1 -0.3 0.0
-0.1 0.2 0.0
-0.1 0.1 0.0
-0.1 0.3 0.0